No. 1
The following is a quantum chemistry calculation of a structure of composition C33H32AsN5O6S6SeTi in a non-equilibrium geometry, from the Open Molecules 2025 dataset.

Its spin multiplicity is 1. The calculation puts the gap between HOMO and LUMO at 6.37 eV. The LUMO energy comes out at -1.172 eV.

Each line ends with the Mulliken charge.
CARTESIAN COORDINATES (ANGSTROEM)
Ti -0.347969 -0.863752 -0.678615  -0.70
O 0.582669 -0.017135 3.595526  -0.57
As 0.924835 -1.143343 2.287111  0.79
O 2.543356 -1.310828 2.220146  -0.84
O 0.204518 -0.271795 0.968046  1.70
C -0.213699 -2.567005 2.915213  -0.34
C -0.319689 -2.734883 4.286481  -0.65
C -1.056756 -3.799507 4.793147  -0.68
C -1.700801 -4.686658 3.946247  -0.72
C -1.600455 -4.540161 2.570954  -0.64
C -0.859139 -3.484864 2.069726  0.28
S -0.559399 -3.406014 0.350367  1.46
O -0.660800 -4.697932 -0.228783  -0.63
O -1.488656 -2.385306 -0.253722  0.31
O 0.755304 -2.712426 0.258142  -0.90
H 1.388752 0.506415 3.701907  0.25
H 0.175981 -2.039714 4.948350  0.55
H -1.111785 -3.944395 5.864538  0.42
H -2.267732 -5.511772 4.356062  0.43
H -2.067106 -5.239730 1.889917  0.53
C -2.676826 0.792639 4.035467  -1.07
N -2.093594 1.689130 3.050857  0.44
C -2.075241 1.496112 1.716017  -0.39
Se -2.765643 0.058604 0.769243  -0.25
N -1.408304 2.526900 1.176699  0.26
C -0.937952 3.382459 2.167202  0.45
C -0.184514 4.544552 2.120863  -0.66
C 0.108557 5.146958 3.334177  -0.72
C -0.339491 4.605144 4.546815  -0.71
C -1.098223 3.445131 4.584344  -0.73
C -1.387409 2.850143 3.366506  0.75
H -3.245925 0.033179 3.509400  0.29
H -3.335539 1.355256 4.694799  0.39
H -1.881314 0.318692 4.610774  0.34
H -1.139711 2.516823 0.199741  -0.03
H 0.162007 4.958466 1.181975  0.62
H 0.702434 6.051779 3.345460  0.43
H -0.087083 5.102377 5.474726  0.40
H -1.439156 3.021769 5.521198  0.46
C 1.253088 -0.475120 -3.437370  -0.43
C 2.573132 -0.716060 -4.202051  -0.95
N 3.262404 -1.898341 -3.687135  -0.14
C 3.704666 -1.606210 -2.323923  -0.96
C 2.538771 -1.042127 -1.476104  -0.26
N 1.233077 -1.298902 -2.181236  2.19
C 1.197927 -2.744044 -2.612651  -0.40
C 2.305506 -3.003610 -3.659904  -0.94
H 0.396975 -0.770054 -4.027907  0.10
H 1.123669 0.564380 -3.166267  0.24
H 3.245067 0.138737 -4.107982  0.23
H 2.362593 -0.862361 -5.261915  0.40
H 4.515099 -0.878888 -2.369331  0.33
H 4.099496 -2.520941 -1.881256  0.36
H 2.619797 0.034703 -1.346188  0.41
H 2.526539 -1.500112 -0.491437  -0.02
H 0.207484 -2.950115 -3.013800  -0.17
H 1.353517 -3.368411 -1.744593  0.44
H 1.880930 -3.116045 -4.658119  0.25
H 2.834417 -3.924020 -3.413009  0.38
N 4.075814 7.970317 -0.185985  -0.51
C 3.495059 6.994320 -0.361566  -0.10
C 2.763470 5.762035 -0.576682  0.62
C 3.000632 4.663557 0.246417  -0.78
C 2.289282 3.494069 0.051337  -0.15
C 1.337473 3.406279 -0.970371  0.45
C 1.114270 4.510476 -1.795234  -0.41
C 1.820638 5.684569 -1.597254  -0.77
C 0.590595 2.187375 -1.121914  0.31
C 0.001677 1.125165 -1.163648  -1.61
H 3.737552 4.734938 1.034895  0.49
H 2.453147 2.636068 0.689633  0.55
H 0.377812 4.442768 -2.584925  0.53
H 1.645926 6.544300 -2.230237  0.47
C -5.174485 -1.905753 -1.819523  -0.66
S -4.150713 -3.390744 -1.739992  -0.08
C -3.090024 -3.147247 -3.123021  0.88
C -2.277996 -2.116476 -3.432866  -0.45
S -1.979764 -0.590908 -2.599096  -0.64
S -1.499959 -2.278265 -4.997654  -0.04
C -2.049765 -3.854095 -5.431307  0.14
S -1.605205 -4.637851 -6.799915  -0.22
S -3.144564 -4.473830 -4.259686  -0.14
H -5.817899 -1.952331 -0.941464  0.34
H -5.784653 -1.907418 -2.720114  0.32
H -4.560977 -1.009091 -1.774676  0.11

Force components x, y, z for each atom (eV/Å):
-0.239 0.484 -0.674
-0.081 0.170 0.097
0.597 0.441 -0.017
-0.467 -0.087 -0.158
0.669 -0.340 0.743
-0.233 -0.338 -0.417
-0.121 0.003 -0.073
-0.012 -0.020 0.061
-0.049 -0.031 0.087
-0.014 0.144 -0.024
0.288 0.113 0.394
0.358 0.213 -0.204
-0.104 -0.125 0.060
-0.499 -1.116 0.137
-0.380 -0.123 -0.244
-0.023 0.024 0.113
0.012 -0.012 0.036
-0.025 0.023 -0.016
0.006 0.005 0.001
0.028 0.001 0.016
0.133 0.119 -0.108
-0.123 -0.011 0.272
0.117 -0.027 0.144
-0.013 0.163 -0.188
0.049 0.206 0.033
-0.078 -0.136 -0.303
0.012 0.074 0.002
-0.013 -0.065 0.059
0.012 0.009 -0.062
0.013 0.043 0.064
-0.137 -0.302 0.103
-0.018 -0.034 -0.028
-0.014 0.005 0.014
0.005 0.015 0.002
0.008 -0.007 -0.007
-0.033 -0.002 0.054
-0.029 -0.007 0.004
-0.003 -0.010 -0.038
0.013 0.028 -0.054
0.094 -0.101 0.078
-0.004 -0.096 0.077
-0.047 0.062 0.005
-0.143 0.014 -0.095
0.037 -0.161 -0.078
0.340 -0.071 0.108
0.067 0.164 -0.058
0.002 0.115 0.050
-0.086 -0.025 -0.022
-0.013 0.085 0.027
0.005 0.002 -0.002
0.018 0.018 -0.022
0.045 -0.010 0.027
-0.010 -0.022 -0.008
-0.040 0.092 -0.023
-0.044 0.004 0.083
-0.019 -0.009 0.009
0.040 0.023 0.104
0.000 0.003 -0.024
-0.006 -0.028 -0.022
-0.033 -0.037 -0.004
-0.142 -0.284 -0.054
0.171 0.304 0.094
0.031 -0.076 0.019
0.045 0.027 -0.046
-0.087 -0.123 0.004
-0.028 0.070 -0.001
-0.075 -0.012 -0.075
0.188 0.276 -0.218
-0.016 0.226 -0.021
-0.011 -0.011 0.005
0.018 -0.005 0.017
0.013 0.000 0.005
-0.004 -0.019 0.003
-0.068 0.006 -0.030
0.110 0.124 0.098
-0.044 -0.134 0.111
-0.021 0.076 0.182
0.079 -0.022 -0.018
0.120 0.203 -0.113
0.029 -0.031 -0.071
0.028 -0.009 -0.014
-0.143 -0.132 0.018
-0.011 0.034 -0.020
-0.004 -0.001 0.000
0.005 -0.003 0.035



No. 2
The following is a quantum chemistry calculation of a structure of composition C33H32BrN5O3RuS, from the Open Molecules 2025 dataset.

Its spin multiplicity is 2. The calculation puts the gap between HOMO and LUMO (spin up / spin down) at 5.86 / 6.21 eV. The charge is -1. The LUMO energy (spin up / spin down) comes out at 2.505 / 1.992 eV.

Each line ends with the Mulliken charge.
CARTESIAN COORDINATES (ANGSTROEM)
Ru 1.409376 0.184658 2.040500  0.21
N 0.248721 0.723826 3.723149  -0.43
C 0.998766 1.336644 4.832230  -0.78
C 1.901500 0.318865 5.508623  -0.48
C 3.134816 -0.122936 4.716203  0.33
O 4.109950 -0.528511 5.335221  -0.72
O 3.059341 -0.058735 3.432615  -0.65
H -0.471042 1.352377 3.377337  0.28
H -0.229967 -0.108533 4.061478  0.23
H 0.307669 1.757737 5.570213  0.40
H 1.590175 2.159259 4.425109  0.38
H 1.325793 -0.585543 5.735706  0.23
H 2.254084 0.707970 6.463528  0.34
C -0.059384 0.722593 0.928503  -0.76
C -1.035303 1.048817 0.224824  -0.15
C -2.063115 1.335120 -0.654256  0.71
C -1.831986 2.373090 -1.668404  0.47
C -0.959272 3.438639 -1.400906  -0.35
C -0.666264 4.391100 -2.361921  -0.57
C -1.230293 4.311407 -3.629884  -0.58
C -2.093496 3.260720 -3.916347  -0.90
C -2.392479 2.310341 -2.953592  -0.21
C -3.321697 0.590038 -0.589170  0.82
C -4.533570 1.112012 -1.069528  -0.55
C -5.713926 0.393706 -0.971319  -0.77
C -5.729513 -0.868730 -0.391306  -0.55
C -4.541105 -1.397420 0.099083  -0.93
C -3.361021 -0.681413 0.005634  0.26
H -0.510427 3.497951 -0.416741  0.28
H 0.011984 5.201066 -2.120589  0.39
H -0.997608 5.053063 -4.383622  0.38
H -2.530362 3.173178 -4.904292  0.38
H -3.046516 1.484523 -3.205190  0.55
H -4.551402 2.103750 -1.503149  0.51
H -6.633608 0.829313 -1.344390  0.37
H -6.652579 -1.430249 -0.320967  0.38
H -4.528376 -2.381915 0.551779  0.47
H -2.442122 -1.104916 0.391618  -0.07
C -0.297772 -0.644449 -3.662074  -1.05
N 0.737758 -1.589524 -3.299701  -0.07
C 0.900984 -2.074055 -2.019626  0.39
N -0.156932 -1.872057 -1.178396  -0.11
O 1.909665 -2.691438 -1.701144  -0.65
H -0.146054 -0.338422 -4.696093  0.35
H -0.291146 0.258323 -3.042654  0.22
H -1.284342 -1.109233 -3.594104  0.36
H 1.616187 -1.524500 -3.786501  0.32
H -0.778576 -1.103581 -1.379237  0.15
H 0.071628 -1.936715 -0.194762  -0.07
N 4.320726 -1.507720 1.646808  -0.24
C 3.913413 -0.929017 0.509225  0.25
N 2.849056 -0.166942 0.387740  0.10
C 2.787430 0.352014 -0.916652  -1.85
C 1.881206 1.294685 -1.393928  0.49
C 1.957167 1.711196 -2.713645  -0.21
C 2.929853 1.210250 -3.576240  -0.72
C 3.860424 0.294196 -3.110895  -0.56
C 3.782304 -0.108836 -1.787798  1.45
S 4.849981 -1.181041 -0.943417  -0.39
H 3.989099 -1.062228 2.519345  0.26
H 5.223277 -1.947530 1.649570  0.23
H 1.117610 1.679122 -0.737071  -0.03
H 1.237428 2.437631 -3.072675  0.21
H 2.970586 1.545874 -4.605129  0.40
H 4.637339 -0.092039 -3.758803  0.37
Br -1.560739 -5.844020 2.490868  -0.27
C -0.726245 -4.134216 2.355061  -0.01
C 0.624611 -4.047424 2.070554  -0.82
C 1.224388 -2.798341 1.971948  -0.17
C 0.514802 -1.597627 2.149009  0.95
C -0.859448 -1.750501 2.418300  -0.04
C -1.480352 -2.990078 2.526673  -0.75
H 1.207389 -4.945550 1.912219  0.44
H 2.277245 -2.770201 1.730286  0.40
H -1.492444 -0.871588 2.491709  0.35
H -2.543251 -3.057281 2.723449  0.43

Force components x, y, z for each atom (eV/Å):
-0.101 0.116 0.033
0.002 0.002 0.009
0.004 -0.017 0.008
0.018 0.045 -0.007
-0.066 -0.105 0.044
0.007 0.027 -0.013
0.030 0.073 0.015
0.001 -0.001 -0.003
-0.015 -0.010 -0.008
0.002 -0.004 0.003
-0.003 -0.001 -0.003
0.006 -0.003 -0.006
0.001 -0.006 0.001
0.078 -0.006 -0.146
-0.139 -0.114 0.160
0.082 0.108 -0.082
-0.009 -0.027 0.022
0.008 0.013 -0.002
-0.008 -0.004 0.007
-0.001 0.005 -0.003
0.005 -0.005 0.002
-0.010 -0.004 -0.021
-0.036 -0.023 -0.006
0.002 0.008 0.011
-0.009 -0.006 0.004
0.007 0.007 -0.003
-0.007 0.002 0.001
0.019 -0.002 0.003
-0.003 0.001 0.000
0.001 0.001 0.000
0.000 0.000 0.000
0.000 0.000 0.000
0.015 0.008 -0.006
-0.002 -0.004 0.011
-0.001 -0.001 0.000
-0.001 0.000 0.000
0.000 -0.002 -0.001
-0.019 0.010 -0.021
-0.031 0.016 -0.001
0.004 0.022 -0.003
0.047 -0.062 -0.006
-0.060 0.081 0.042
0.010 0.048 0.007
-0.002 0.001 0.001
-0.016 -0.022 -0.009
0.000 -0.004 -0.007
-0.002 -0.002 0.001
0.028 0.041 0.044
0.061 -0.136 -0.015
0.028 -0.046 -0.110
0.022 -0.028 0.040
0.000 0.023 -0.022
-0.012 -0.007 -0.001
0.021 -0.001 -0.010
0.029 0.014 0.007
0.007 -0.007 -0.001
-0.011 -0.002 -0.015
-0.028 -0.025 -0.009
0.011 -0.003 -0.012
-0.065 -0.019 0.074
0.000 -0.008 -0.016
0.006 0.004 -0.011
0.007 -0.005 0.003
0.000 0.000 0.001
0.001 0.002 0.000
0.000 0.001 0.001
0.003 -0.004 -0.002
0.000 -0.006 -0.004
-0.003 0.015 0.024
0.028 0.001 -0.022
-0.007 0.016 0.008
0.005 0.001 0.001
-0.001 0.002 -0.001
0.044 0.020 -0.005
0.015 -0.001 0.020
-0.002 0.000 0.002



No. 3
The following is a quantum chemistry calculation of a structure of composition C33H32BrN5O3RuS in a non-equilibrium geometry, from the Open Molecules 2025 dataset.

Its spin multiplicity is 2. The calculation puts the gap between HOMO and LUMO (spin up / spin down) at 5.83 / 6.11 eV. The charge is -1. The LUMO energy (spin up / spin down) comes out at 2.168 / 2.406 eV.

Each line ends with the Mulliken charge.
CARTESIAN COORDINATES (ANGSTROEM)
Ru -0.446503 -0.537624 -0.094709  0.27
N -1.807485 -0.704885 -1.703883  -0.29
C -2.993212 0.173818 -1.671401  -0.57
C -3.923446 -0.186808 -0.524624  -0.73
C -3.470062 0.298329 0.854028  0.39
O -4.269064 0.918270 1.546475  -0.74
O -2.267045 -0.001174 1.199456  -0.70
H -1.258876 -0.486382 -2.531439  0.04
H -2.105926 -1.671027 -1.788628  0.31
H -3.533660 0.062987 -2.618278  0.48
H -2.641744 1.203600 -1.603820  0.36
H -4.020174 -1.278759 -0.489121  0.27
H -4.913086 0.226473 -0.712762  0.30
C 0.237097 0.915182 -1.161002  -0.73
C 0.832975 1.435683 -2.145570  0.51
C 1.460222 2.009613 -3.210111  -0.29
C 2.870879 2.419773 -3.072453  0.43
C 3.393424 2.763528 -1.816673  -0.36
C 4.718014 3.132634 -1.661225  -0.72
C 5.578531 3.167622 -2.753746  -0.62
C 5.088834 2.804348 -4.000316  -0.86
C 3.761187 2.431174 -4.156832  0.06
C 0.722309 2.238081 -4.465032  0.31
C 1.038700 3.285448 -5.341904  -0.31
C 0.304536 3.509509 -6.496412  -0.73
C -0.775916 2.700056 -6.818423  -0.48
C -1.116203 1.666809 -5.954124  -0.64
C -0.381502 1.444030 -4.802873  -0.08
H 2.726724 2.742781 -0.964786  0.39
H 5.081196 3.405632 -0.677301  0.41
H 6.612860 3.464301 -2.632485  0.38
H 5.745974 2.802963 -4.862371  0.36
H 3.408405 2.136889 -5.137259  0.52
H 1.854218 3.953512 -5.098736  0.50
H 0.574802 4.335365 -7.144106  0.37
H -1.348288 2.876107 -7.720351  0.37
H -1.961642 1.027156 -6.178904  0.39
H -0.661684 0.640539 -4.133660  0.11
C 5.620537 -0.931836 -2.292823  -0.91
N 4.705301 -1.064586 -1.184786  -0.08
C 3.343032 -1.089647 -1.294213  0.29
N 2.839892 -1.088311 -2.577694  -0.37
O 2.624684 -1.139097 -0.309712  -0.27
H 6.639660 -0.995799 -1.915367  0.34
H 5.517671 0.028334 -2.807758  0.17
H 5.478593 -1.741131 -3.012982  0.32
H 5.033427 -0.976923 -0.239165  0.26
H 3.357782 -0.563191 -3.266396  0.35
H 1.855752 -0.856513 -2.562925  0.05
N -1.114952 -1.540571 3.031317  -0.19
C 0.137117 -1.066110 2.976565  0.19
N 0.614412 -0.364808 1.986800  0.14
C 1.907110 0.063084 2.268822  -0.86
C 2.617024 0.995421 1.519278  0.50
C 3.886613 1.353759 1.926389  -0.13
C 4.463085 0.798363 3.074307  -0.69
C 3.749162 -0.095560 3.852822  -0.41
C 2.464999 -0.434476 3.445937  0.56
S 1.278368 -1.413346 4.270410  -0.35
H -1.791813 -1.048037 2.425059  0.36
H -1.431422 -1.958985 3.886261  0.21
H 2.157321 1.398244 0.627891  -0.24
H 4.445090 2.077948 1.345843  0.32
H 5.463410 1.087685 3.370964  0.39
H 4.170109 -0.500328 4.764233  0.39
Br 1.471285 -7.006465 -1.178693  -0.26
C 0.873131 -5.224019 -0.860067  0.13
C 1.046080 -4.653705 0.389640  -1.01
C 0.617705 -3.352791 0.603293  0.44
C -0.013815 -2.567288 -0.377220  0.90
C -0.141536 -3.203526 -1.621477  -0.08
C 0.289360 -4.503391 -1.879614  -1.03
H 1.527579 -5.211725 1.182563  0.42
H 0.814264 -2.935939 1.581546  0.03
H -0.550791 -2.683238 -2.481729  0.01
H 0.181218 -4.934921 -2.866391  0.40

Force components x, y, z for each atom (eV/Å):
-0.933 0.471 0.423
0.258 0.045 -0.018
0.023 -0.075 -0.091
0.030 0.004 -0.047
-0.139 0.059 0.001
0.040 -0.100 0.023
0.197 -0.258 -0.137
-0.020 0.016 0.028
-0.045 -0.039 0.040
-0.015 0.062 0.014
0.034 -0.019 0.061
-0.037 0.008 0.045
0.002 0.006 0.007
0.401 -0.208 0.278
-0.086 -0.040 -0.245
0.053 0.043 0.171
-0.007 -0.003 -0.007
-0.015 -0.009 -0.037
0.006 -0.020 -0.008
0.008 -0.038 0.032
-0.018 -0.033 -0.008
0.007 0.000 0.008
-0.010 -0.033 0.014
-0.030 0.010 -0.007
0.015 -0.004 0.013
-0.011 -0.002 -0.004
-0.002 0.004 0.007
-0.016 -0.005 -0.042
-0.010 0.031 0.007
0.010 0.007 -0.004
-0.003 0.000 0.002
0.003 0.003 0.002
-0.017 0.007 -0.008
0.022 -0.011 0.003
-0.005 0.000 -0.003
0.001 -0.001 0.000
0.000 -0.001 -0.009
0.040 0.012 -0.025
0.023 0.013 0.049
0.061 -0.066 -0.049
-0.119 0.159 0.181
0.009 -0.033 -0.060
0.251 -0.257 -0.024
-0.005 -0.005 -0.002
-0.006 0.048 -0.032
-0.001 0.021 -0.009
-0.001 0.029 -0.014
-0.023 0.025 0.001
-0.013 0.031 0.001
0.067 -0.110 -0.011
-0.003 0.027 0.093
0.017 -0.165 -0.568
-0.015 0.258 -0.047
0.025 -0.084 -0.073
0.029 -0.021 0.038
-0.018 0.032 -0.042
-0.030 -0.001 0.008
-0.015 -0.004 0.046
-0.012 0.033 0.001
-0.010 0.038 0.050
-0.001 0.009 0.008
-0.020 -0.040 -0.038
0.006 -0.019 -0.009
-0.001 -0.002 0.004
0.000 -0.007 -0.002
-0.001 -0.011 -0.003
-0.006 0.037 0.025
-0.010 -0.028 -0.016
-0.090 0.054 0.101
0.195 0.069 -0.056
0.002 -0.007 -0.047
-0.005 0.007 0.026
0.002 0.002 -0.001
0.001 0.007 -0.006
-0.015 0.071 -0.005
-0.001 0.000 0.001